# 1
Computed, not measured: a structure of composition C4H2O2, with ωB97M-V/def2-TZVPD.

```
8
Properties=species:S:1:pos:R:3
O 0.772 -1.884 0.650
C 0.115 -1.395 -0.241
C -0.778 0.875 -1.165
C -0.355 -0.005 -0.198
C -0.084 1.098 0.654
O -0.793 2.057 0.238
H -0.176 -1.972 -1.139
H 0.717 1.238 1.392
```

Computed properties:
Energy above the lowest of the compared OMol25 structures with the same formula, charge and spin ... 2.7665 eV
Orbital gap ... 9.70 eV
E ... -303.908144 Ha
Strongest force on any atom ... 0.50 eV/Å

# 2
Computed, not measured: a cluster of 2 separate species, C4H2ClO3 in total, with ωB97M-V/def2-TZVPD.

```
10
Properties=species:S:1:pos:R:3
Cl 0.693 -2.778 -0.240
C -0.427 -0.628 0.323
C 0.042 -0.212 -0.875
C 0.458 1.187 -0.774
O 0.982 1.939 -1.559
O 0.127 1.596 0.529
C -0.417 0.529 1.251
O -0.794 0.668 2.390
H -0.901 -1.517 0.719
H 0.238 -0.783 -1.763
```

Computed properties:
Energy above the lowest of the compared OMol25 structures with the same formula, charge and spin ... 0.0000 eV
Charge ... -1
Orbital gap ... 6.80 eV
E ... -839.607320 Ha
Strongest force on any atom ... 2.56 eV/Å

# 3
Computed, not measured: a structure of composition C4H10IrO2, with ωB97M-V/def2-TZVPD.

```
17
Properties=species:S:1:pos:R:3
H 3.032 0.156 -0.598
C 2.277 -0.219 -1.507
O 1.071 0.198 -0.944
C 0.019 -0.785 -0.874
C -1.132 -0.162 -0.123
O -0.628 0.419 1.088
C -1.628 0.735 2.066
H 2.503 0.400 -2.384
H 2.316 -1.304 -1.661
H 0.386 -1.693 -0.377
H -0.280 -1.019 -1.903
H -1.862 -0.941 0.131
H -1.618 0.629 -0.711
H -1.171 1.411 2.795
H -2.479 1.226 1.578
H -1.940 -0.193 2.558
Ir 1.135 1.142 0.865
```

Computed properties:
Multiplicity ... 5
Charge ... +3
Orbital gap (spin up / spin down) ... 8.87 / 6.86 eV
E ... -411.571121 Ha
Strongest force on any atom ... 3.58 eV/Å

# 4
Computed, not measured: a cluster of 2 separate species, C7H8N2 in total, with ωB97M-V/def2-TZVPD.

```
17
Properties=species:S:1:pos:R:3
C -0.824 -2.018 0.165
C -0.325 -0.955 0.810
C 0.769 -0.123 0.411
C 1.483 0.948 0.976
C 2.414 1.323 -0.083
N 2.529 0.385 -1.002
N 1.520 -0.493 -0.737
H -1.555 -2.603 0.648
H -0.282 -2.353 -0.771
H -0.750 -0.494 1.741
H 1.303 1.500 1.833
H 3.119 2.029 0.150
H 1.398 -1.330 -1.251
C -3.143 0.694 -0.718
C -2.247 1.471 -0.746
H -4.089 0.204 -0.459
H -1.321 1.814 -0.967
```

Computed properties:
Energy above the lowest of the compared OMol25 structures with the same formula, charge and spin ... 3.7100 eV
Orbital gap ... 9.27 eV
E ... -380.887350 Ha
SMILES ... C=Cc1ccn[nH]1.C#C
Strongest force on any atom ... 4.34 eV/Å